Below is a 2-piece molecular cluster, CH7IN3 overall, with properties calculated with wB97M-V/def2-TZVPD.

Last column: natural (NBO) charge in e.
Cartesian coordinates (Å):
1 C 1.05 0.77 -0.67  0.37
2 N 0.76 -1.26 0.35  -0.70
3 N 0.98 -0.54 -0.83  -0.33
4 N 0.74 1.45 0.42  -0.73
5 I -3.37 -0.63 0.84  -0.14
6 H 1.14 1.15 -1.69  0.24
7 H -0.20 -1.09 0.69  0.38
8 H 0.93 -2.23 0.51  0.42
9 H 1.29 -1.17 -1.52  0.45
10 H -4.67 0.14 0.19  0.14
11 H 0.50 2.45 0.40  0.46
12 H 0.86 0.97 1.31  0.44

Energy relative to the best compared isomer or geometry (same formula, charge and spin)   249.7 kJ/mol
Gap between HOMO and LUMO   9.326 eV
Strongest force on any atom   4.6 eV/A
Charge   +1
HOMO level   -0.482 hartree